[1]
C84H216N12O30 | ωB97M-V/def2-TZVPD

As for the spin multiplicity: 1.

```
342
C84H216N12O30 (ωB97M-V/def2-TZVPD)
O 2.59 -2.62 -3.73
O -3.03 7.33 -7.96
O -0.31 6.50 2.57
O 0.42 5.73 -2.30
O -4.34 5.98 7.96
O -5.38 -8.82 3.61
O -2.69 -0.57 -3.65
O 1.20 -6.96 -0.86
O 0.52 -11.63 0.12
O 1.05 2.00 -4.34
O 1.95 -2.89 6.99
O -0.58 2.56 3.87
O 8.15 -3.76 -6.96
O 1.83 -2.11 0.81
O -4.82 7.04 3.46
O 4.85 -2.99 -0.23
O 5.14 -5.31 1.40
O -6.97 2.58 2.48
O -2.31 2.34 -1.24
O -3.29 4.15 -7.52
O -1.41 -3.83 2.99
O -4.70 6.46 -2.31
O 9.13 1.23 -2.67
O 4.55 -9.79 0.72
O -0.16 -7.63 5.05
O -1.96 9.09 -0.20
O -4.35 -0.95 1.77
O -7.19 0.01 -2.17
O 4.83 -0.54 1.09
O 4.18 2.15 -0.05
N -4.18 -5.36 3.69
N -0.32 -8.83 0.49
N -4.07 4.72 1.60
N -2.60 -0.82 -0.90
N -0.86 9.49 2.34
N -3.17 3.81 6.20
N -3.42 6.76 -4.92
N -0.33 0.81 0.42
N 2.12 -8.13 2.89
N 5.60 -2.53 -5.78
N 6.17 1.39 -2.94
N 2.56 4.52 -3.50
C 7.03 0.34 -3.44
C -0.51 -8.97 4.72
C 3.42 3.23 0.38
C -1.90 2.93 4.29
C 1.52 -12.55 0.53
C -5.75 3.03 1.86
C 0.65 7.47 2.95
C -7.25 1.24 2.28
C -5.32 4.37 2.34
C -0.16 6.44 -1.22
C -2.04 2.48 -2.64
C 0.61 -2.17 5.25
C -1.14 -10.04 0.56
C -3.99 -1.24 -0.64
C 1.68 0.77 -4.06
C 1.97 5.72 -4.09
C -1.92 2.22 -7.03
C 1.79 -3.31 1.52
C -1.83 -1.75 -1.73
C 10.30 1.12 -1.87
C 2.28 -6.04 -0.83
C -0.01 8.81 3.30
C 1.83 2.84 -5.25
C 0.63 -1.36 0.92
C 0.21 5.21 2.27
C -0.05 2.16 -0.09
C -3.51 6.67 3.11
C 1.39 6.55 -2.93
C -3.75 7.71 -9.12
C -1.93 3.10 5.83
C -3.82 5.45 -2.92
C 7.99 -5.00 -7.60
C 1.21 -3.40 5.92
C -2.38 -1.87 -3.15
C 4.18 -2.62 -5.50
C 5.04 -8.77 -0.14
C -4.92 7.50 4.75
C -3.49 3.76 7.64
C 7.26 -2.58 0.16
C -3.15 8.30 -6.90
C 0.33 -6.83 3.97
C 5.63 1.22 -1.60
C -0.16 9.82 1.13
C -3.45 -0.62 -4.82
C 5.31 -4.87 2.73
C -1.98 -4.17 1.73
C -3.00 9.36 -1.08
C 8.22 0.10 -2.57
C -4.72 -0.52 0.46
C 3.94 -2.36 -4.00
C -5.59 5.81 -1.42
C -4.71 4.58 8.00
C 5.06 -0.34 2.49
C 3.44 -8.20 2.34
C 2.30 -2.59 -2.35
C -5.40 6.83 8.23
C -0.42 1.17 4.03
C -2.39 3.58 -6.59
C 6.29 -5.82 3.36
C 3.39 -9.41 1.37
C -1.33 3.00 -0.35
C -2.60 7.73 -5.59
C -4.47 -7.78 3.36
C -5.64 1.72 -2.66
C -3.00 -5.17 4.47
C 6.14 -2.89 -0.83
C -0.34 -11.16 1.14
C 5.86 -2.64 -7.18
C -2.28 -3.86 4.11
C -5.03 -6.48 3.93
C -2.76 6.25 -3.71
C -3.56 6.09 1.69
C 0.10 -6.53 -0.11
C 0.88 0.02 0.37
C -6.86 1.38 -1.88
C -0.92 -7.64 -0.10
C 2.97 3.58 -4.54
C 4.86 2.46 -1.24
C -1.18 10.22 0.10
C 3.73 -0.46 3.28
C 7.33 -2.69 -7.52
C -3.11 -0.41 2.23
C 1.79 -6.94 3.58
C -4.84 -10.03 3.02
H -5.16 4.32 3.42
H -5.29 2.73 -2.52
H -2.38 7.03 -3.04
H -1.04 3.60 6.20
H -1.03 -11.93 1.50
H 1.08 5.23 1.64
H 7.26 -5.69 2.91
H 3.66 -1.85 -6.08
H 2.77 6.30 -4.63
H -2.96 2.29 -3.21
H 8.43 -5.80 -6.99
H -3.20 -5.09 5.55
H -0.71 5.74 -0.61
H -0.51 4.62 1.74
H 2.20 -12.60 -0.31
H -4.10 6.83 1.10
H 0.09 -5.80 4.22
H -1.07 -9.43 5.53
H 5.67 -3.83 2.86
H 2.60 -5.95 0.22
H -4.79 1.07 -2.42
H 1.12 -13.55 0.75
H 3.77 -3.61 -5.76
H 0.78 9.45 3.69
H 8.73 -0.80 -2.90
H 2.53 -1.57 -1.98
H 6.31 -5.70 4.43
H 5.42 0.66 2.60
H -4.88 -9.81 1.97
H -5.94 -6.25 3.37
H -1.78 3.53 -2.82
H -4.09 -2.32 -0.44
H 3.45 -1.48 3.62
H -5.93 6.57 9.16
H 0.47 -9.06 -0.12
H -0.90 0.61 3.21
H 5.46 -1.74 -7.68
H -0.23 -1.82 0.39
H -3.64 10.17 -0.71
H 0.88 -3.78 1.19
H -4.42 -7.60 2.28
H -1.98 -9.92 1.23
H -2.74 9.69 -2.08
H -6.09 5.13 2.15
H 6.69 2.24 -2.91
H 6.16 -3.21 -5.24
H -1.19 -7.79 -1.15
H -1.67 -3.56 4.97
H 2.91 -3.25 -1.71
H -1.31 2.22 -7.93
H -1.16 -8.93 3.83
H 5.81 -9.20 -0.75
H -5.95 7.73 4.90
H -6.76 1.35 -0.79
H 10.83 2.07 -1.97
H -4.94 2.36 2.22
H -2.83 7.54 3.24
H 1.65 -3.10 2.57
H 6.36 -3.85 -1.27
H 1.14 3.51 -5.76
H -1.79 -7.25 0.43
H 1.23 -2.75 -2.18
H 3.80 0.18 4.15
H 5.90 -6.80 3.13
H -2.92 -0.95 -5.72
H -4.73 -4.52 3.65
H -2.37 -1.10 1.87
H 5.51 3.33 -1.08
H -3.36 5.13 -7.49
H -5.80 2.99 0.76
H 2.84 2.96 1.30
H -5.80 -0.65 0.33
H 10.89 0.31 -2.31
H 10.04 0.92 -0.83
H -3.05 4.81 6.04
H -1.23 1.81 -6.30
H -7.44 0.99 1.23
H 7.40 0.62 -4.45
H 4.18 -1.30 -3.83
H -2.65 0.01 -1.48
H 5.38 -7.83 0.30
H -2.70 -3.35 1.54
H -4.55 -1.10 -1.56
H 0.55 1.99 -0.98
H 8.42 -5.02 -8.60
H -2.14 3.92 3.87
H -5.53 4.43 7.28
H 4.08 4.06 0.60
H -4.69 6.60 5.34
H -3.25 -2.53 -3.29
H -2.60 9.22 -7.19
H 0.94 0.30 -3.41
H 6.10 -2.12 -1.63
H 4.35 -4.93 3.24
H 2.69 3.53 -0.37
H 1.38 7.62 2.11
H -0.22 -7.07 3.04
H -0.34 -5.62 -0.55
H 0.62 2.69 0.61
H -3.00 0.63 1.96
H -4.22 8.50 -6.77
H -3.15 -0.56 3.32
H 0.21 -10.79 2.02
H -5.25 -6.56 5.01
H -3.79 0.42 -5.04
H 4.19 -8.57 -0.82
H 8.18 -2.36 -0.36
H -3.19 5.87 3.83
H -1.21 1.86 -3.03
H -2.57 5.93 1.22
H 0.67 0.97 3.96
H -0.75 0.81 5.00
H 1.81 -3.91 5.17
H -1.84 5.75 -3.96
H 2.13 -6.04 3.07
H 2.06 -12.13 1.40
H -4.31 7.22 -4.75
H -1.83 11.02 0.51
H 3.78 -7.33 1.73
H -1.20 -4.09 1.00
H 4.59 -3.00 -3.40
H -6.17 5.00 -1.86
H -2.62 2.18 4.00
H 2.39 -6.92 4.51
H 1.92 -5.06 -1.19
H -2.92 3.53 -5.62
H 2.65 -9.23 0.55
H -2.64 -5.02 1.74
H -5.01 4.32 9.02
H -5.96 1.49 -3.67
H -8.06 1.02 2.94
H -2.78 1.59 -7.17
H 1.84 4.07 -2.96
H -0.85 7.19 -1.59
H -1.50 -10.30 -0.45
H 2.93 -0.05 2.64
H -3.29 4.10 1.88
H 1.52 -8.26 2.08
H 3.75 2.94 -4.12
H 4.21 -8.42 3.07
H 4.18 0.17 0.82
H 3.07 -10.30 1.90
H -1.99 2.11 6.27
H -6.15 6.65 -1.03
H 2.17 6.78 -2.18
H 5.06 -4.48 0.86
H -0.83 -1.31 -1.80
H 1.67 0.52 0.95
H -2.65 4.09 8.27
H 6.37 0.94 -0.83
H -1.71 -2.72 -1.22
H -7.96 -0.23 -1.63
H -5.54 -10.85 3.27
H 2.08 -3.57 7.66
H 1.15 5.54 -4.80
H 8.00 -0.10 -1.50
H 1.32 -0.10 -0.63
H 3.02 -6.51 -1.50
H 6.97 -1.67 0.70
H -0.62 8.72 4.22
H 1.28 7.10 3.77
H -5.01 5.39 -0.58
H 7.39 -3.40 0.86
H 2.54 0.95 -3.43
H -0.29 -1.77 5.73
H 0.40 4.76 3.23
H 3.51 4.13 -5.34
H -1.56 7.44 -5.76
H -0.65 10.52 -0.79
H 0.37 -2.35 4.17
H -3.81 -10.26 3.33
H -4.13 8.18 4.98
H 1.98 0.25 -4.97
H 6.95 -5.25 -7.74
H -3.66 2.72 7.93
H -3.56 6.90 -9.83
H -6.39 0.62 2.62
H -1.14 0.40 -0.04
H 1.39 -1.40 5.33
H -4.99 7.85 8.37
H 4.87 0.45 -1.60
H -6.17 6.88 7.45
H 0.30 -1.29 1.97
H 4.16 2.72 -2.04
H -3.46 8.70 -9.46
H 4.77 -2.17 0.28
H 0.40 -4.09 6.24
H 6.40 -0.54 -3.55
H -3.53 8.42 -1.17
H 5.29 -3.49 -7.62
H 0.54 10.65 1.34
H -2.31 -6.05 4.39
H 0.93 7.52 -3.22
H 0.61 6.89 -0.58
H -2.47 8.59 -4.87
H -3.05 -3.10 3.92
H -4.68 0.56 0.40
H 5.81 -1.03 2.81
H 0.40 8.99 0.62
H -1.11 3.97 -0.81
H -3.37 4.86 -2.09
H -7.64 2.15 -2.13
H -4.48 4.78 -3.49
H 2.30 2.17 -5.99
H -4.78 7.61 -8.85
H -1.56 -2.26 -3.77
H -1.53 4.24 -6.41
H 7.73 -1.78 -7.03
H 0.40 -9.57 4.49
H 2.64 -3.89 1.22
H -1.90 3.09 0.58
H -3.45 -8.03 3.67
H 7.53 -2.68 -8.60
H -4.36 -1.26 -4.66
H -1.59 8.84 2.08
H 0.40 -6.23 0.91
```

Here are the Mulliken charges for atoms 1 to 99, given in e:
1 O -0.48
2 O -0.24
3 O 0.38
4 O 1.36
5 O -0.34
6 O -0.45
7 O 0.33
8 O -0.57
9 O -0.36
10 O 0.32
11 O -0.55
12 O -0.36
13 O -0.31
14 O 0.72
15 O -0.46
16 O 0.42
17 O -0.06
18 O -0.55
19 O 0.24
20 O -0.64
21 O 1.08
22 O -0.46
23 O -0.42
24 O -0.52
25 O -0.49
26 O 0.18
27 O -0.62
28 O -0.56
29 O 0.60
30 O -0.25
31 N 0.07
32 N 0.21
33 N 2.04
34 N 2.15
35 N -0.21
36 N 0.09
37 N -0.22
38 N 1.09
39 N 0.18
40 N 0.14
41 N -0.08
42 N 0.11
43 C 0.13
44 C -0.42
45 C -0.73
46 C 2.54
47 C -0.68
48 C 1.21
49 C -0.54
50 C -0.36
51 C -1.08
52 C -0.68
53 C 0.25
54 C -0.99
55 C -0.67
56 C -1.34
57 C -0.03
58 C -0.55
59 C -1.14
60 C 1.01
61 C 0.31
62 C -0.78
63 C 0.08
64 C -1.37
65 C -0.72
66 C 1.81
67 C -1.07
68 C 0.91
69 C 0.61
70 C -1.08
71 C -0.87
72 C -1.24
73 C 0.24
74 C -0.74
75 C -0.05
76 C -1.47
77 C -1.29
78 C -0.38
79 C -0.52
80 C -0.83
81 C -1.08
82 C -0.74
83 C 0.55
84 C 0.03
85 C 0.01
86 C -0.82
87 C 0.91
88 C 0.23
89 C -0.64
90 C -0.15
91 C -0.15
92 C 0.50
93 C -0.70
94 C -0.51
95 C -0.95
96 C 0.36
97 C 1.02
98 C -0.78
99 C 0.31

[2]
C7H13FNO3P | ωB97M-V/def2-TZVPD

As for the spin multiplicity: 1. The structure (SMILES) is C/C=C(\F)C(=O)P1([O-])(O)CCC[NH2+]1.

```
26
C7H13FNO3P (ωB97M-V/def2-TZVPD)
P 0.14 1.26 0.25
F 2.94 -0.49 1.40
O 2.43 2.02 -0.89
O -0.13 0.62 1.57
O 0.09 2.91 0.38
N -1.95 1.67 -0.14
C 2.09 1.24 -0.01
C 4.28 0.22 -0.32
C 5.10 -1.02 0.10
C -1.33 -0.56 -0.77
C -0.33 0.47 -1.37
C -2.52 0.30 -0.10
C 3.14 0.28 0.33
H -1.94 2.05 -1.02
H -0.72 1.24 -2.13
H 0.67 2.88 1.08
H -0.78 -1.17 0.01
H 5.94 -1.29 -0.45
H 4.43 0.80 -1.13
H -3.39 0.12 -0.63
H -1.91 -1.24 -1.43
H 5.40 -0.85 1.12
H -2.62 0.19 1.00
H -2.40 2.33 0.48
H 4.33 -1.78 0.08
H 0.41 -0.12 -1.90
```

natural (NBO) atomic charges, in units of e:
1 P 2.03
2 F -0.33
3 O -0.55
4 O -1.12
5 O -0.94
6 N -0.80
7 C 0.19
8 C -0.16
9 C -0.64
10 C -0.44
11 C -0.77
12 C -0.23
13 C 0.25
14 H 0.37
15 H 0.23
16 H 0.48
17 H 0.25
18 H 0.21
19 H 0.23
20 H 0.18
21 H 0.22
22 H 0.23
23 H 0.23
24 H 0.40
25 H 0.22
26 H 0.25

[3]
C4H3BrF4 | ωB97M-V/def2-TZVPD

As for the spin multiplicity: 1.

```
12
C4H3BrF4 (ωB97M-V/def2-TZVPD)
Br -1.83 -0.07 2.25
F 0.64 0.20 -2.07
F 0.88 2.16 -0.04
F 1.47 0.69 1.40
F 1.82 -1.09 -0.86
C 0.75 0.91 0.33
C 0.79 -0.26 -0.78
C -1.05 0.27 0.47
C -0.50 -0.92 -0.21
H -0.13 -1.54 0.49
H -1.13 -1.31 -0.86
H -1.70 0.95 -0.11
```

natural (NBO) atomic charges, in units of e:
1 Br 0.03
2 F -0.33
3 F -0.30
4 F -0.30
5 F -0.31
6 C 0.69
7 C 0.64
8 C -0.29
9 C -0.51
10 H 0.23
11 H 0.23
12 H 0.23

no.,F_max (eV Å⁻¹),gap between HOMO and LUMO (eV)
1,2.73,9.0237
2,4.23,9.0249
3,4.82,10.7628